Entry 1:
{"formula": "C5H13N3", "method": "ωB97M-V/def2-TZVPD", "symbols": ["C", "N", "C", "C", "C", "N", "N", "C", "H", "H", "H", "H", "H", "H", "H", "H", "H", "H", "H", "H", "H"], "coordinates": [[2.749, 0.403, -0.274], [1.600, 0.672, 0.573], [0.163, 0.480, 0.111], [-0.537, 1.758, -0.223], [-0.186, -0.790, -0.050], [0.498, -1.903, 0.336], [-1.586, -1.004, -0.567], [-2.735, -0.620, 0.236], [2.447, 0.093, -1.281], [3.359, -0.410, 0.141], [3.372, 1.299, -0.373], [1.717, 1.442, 1.228], [0.191, 2.551, -0.418], [-1.153, 1.652, -1.120], [-1.183, 2.057, 0.607], [0.767, -2.462, -0.466], [1.289, -1.621, 0.914], [-1.614, -2.014, -0.705], [-2.569, -0.814, 1.305], [-2.982, 0.435, 0.097], [-3.611, -1.204, -0.070]], "forces_ev_per_angstrom": [[-0.19, 0.07, -0.03], [-2.01, -0.18, 0.40], [4.23, 0.59, 0.39], [-0.46, -0.28, -0.03], [-4.48, 2.12, -0.73], [0.70, -0.95, 0.39], [2.20, -1.23, -0.27], [0.09, 0.08, 0.52], [-0.11, 0.11, 0.14], [0.11, 0.11, -0.11], [0.04, -0.19, -0.05], [-0.08, -0.33, -0.53], [-0.10, -0.19, 0.13], [-0.10, -0.08, 0.11], [-0.04, 0.25, -0.12], [0.28, -0.17, 0.25], [0.01, -0.23, -0.37], [-0.30, 0.32, -0.09], [-0.10, 0.13, 0.00], [0.08, -0.10, 0.06], [0.24, 0.11, -0.07]], "total_charge": 0, "multiplicity": 1, "energy_ha": -362.519706}

Entry 2:
{"formula": "C17H17NOS", "method": "ωB97M-V/def2-TZVPD", "symbols": ["C", "C", "C", "C", "C", "S", "C", "C", "O", "N", "C", "C", "C", "C", "C", "C", "C", "C", "C", "C", "H", "H", "H", "H", "H", "H", "H", "H", "H", "H", "H", "H", "H", "H", "H", "H", "H"], "coordinates": [[-6.793, -0.072, -0.432], [-5.342, 0.011, -0.069], [-4.659, -1.124, 0.356], [-3.321, -1.063, 0.693], [-2.645, 0.146, 0.617], [-0.930, 0.195, 1.100], [-0.199, 1.005, -0.379], [1.270, 1.315, -0.142], [1.634, 2.459, 0.042], [2.112, 0.254, -0.167], [1.710, -1.128, -0.426], [2.970, -1.983, -0.217], [4.048, -0.963, -0.001], [5.402, -1.149, 0.167], [6.209, -0.037, 0.372], [5.656, 1.231, 0.410], [4.293, 1.430, 0.242], [3.496, 0.318, 0.034], [-3.316, 1.290, 0.218], [-4.652, 1.215, -0.131], [-6.959, -0.865, -1.160], [-7.388, -0.302, 0.451], [-7.145, 0.867, -0.850], [-5.182, -2.068, 0.417], [-2.795, -1.947, 1.021], [-0.351, 0.343, -1.231], [-0.713, 1.952, -0.536], [0.907, -1.418, 0.253], [1.346, -1.214, -1.456], [3.180, -2.616, -1.080], [2.873, -2.630, 0.657], [5.827, -2.142, 0.139], [7.273, -0.165, 0.503], [6.294, 2.087, 0.573], [3.864, 2.416, 0.274], [-2.806, 2.241, 0.187], [-5.166, 2.111, -0.447]], "forces_ev_per_angstrom": [[-0.01, -0.03, 0.03], [0.04, -0.02, 0.00], [-0.07, 0.08, 0.01], [0.02, 0.04, -0.01], [0.47, 0.01, 0.08], [-0.05, 0.26, -0.03], [-0.34, -0.18, 0.25], [-0.40, 0.07, -0.10], [0.06, 0.19, 0.06], [0.05, -0.01, 0.13], [-0.44, -0.47, -0.22], [0.03, -0.04, 0.04], [-0.07, 0.18, -0.03], [-0.08, 0.09, -0.01], [0.16, -0.02, 0.03], [0.06, -0.08, 0.00], [-0.08, 0.23, 0.02], [0.57, -0.10, 0.05], [-0.01, -0.02, 0.01], [-0.04, -0.03, -0.02], [-0.08, -0.02, -0.05], [-0.10, 0.00, 0.01], [-0.07, 0.03, -0.04], [-0.06, -0.11, 0.00], [0.06, -0.11, -0.02], [0.04, 0.05, -0.05], [0.19, -0.08, -0.06], [0.08, 0.00, -0.19], [0.00, -0.03, 0.12], [-0.05, -0.01, 0.04], [-0.04, -0.02, -0.04], [0.05, -0.10, 0.00], [0.10, 0.00, 0.01], [0.05, 0.08, 0.01], [-0.01, 0.02, 0.00], [0.05, 0.08, 0.01], [-0.08, 0.07, -0.04]], "total_charge": 0, "multiplicity": 1, "energy_ha": -1186.210712}

Entry 3:
{"formula": "C20H71N3O15P", "method": "ωB97M-V/def2-TZVPD", "symbols": ["C", "C", "C", "C", "C", "C", "C", "C", "C", "C", "C", "C", "C", "C", "N", "C", "N", "N", "C", "O", "C", "C", "C", "P", "C", "O", "H", "H", "H", "H", "H", "H", "H", "H", "H", "H", "H", "H", "H", "H", "H", "H", "H", "H", "H", "H", "H", "H", "H", "H", "H", "H", "H", "H", "H", "H", "H", "H", "H", "H", "H", "H", "H", "H", "H", "H", "H", "H", "H", "H", "H", "O", "H", "H", "O", "H", "H", "O", "H", "H", "O", "H", "H", "O", "H", "H", "O", "H", "H", "O", "H", "H", "O", "H", "H", "O", "H", "H", "O", "H", "H", "O", "H", "H", "O", "H", "H", "O", "H", "H"], "coordinates": [[-2.447, 3.714, 4.708], [-2.191, 2.335, 5.439], [-3.293, 1.266, 5.150], [-3.182, -0.025, 6.065], [-1.662, -0.393, 6.239], [-1.405, -1.904, 6.560], [-0.035, -2.208, 7.263], [1.205, -1.458, 6.661], [1.881, -2.199, 5.449], [1.055, -2.001, 4.134], [2.018, -1.943, 2.861], [1.499, -2.904, 1.722], [1.957, -2.466, 0.285], [0.741, -2.109, -0.657], [1.287, -1.969, -2.038], [0.699, -0.879, -2.741], [0.585, 0.419, -2.131], [0.299, -1.058, -3.968], [-0.304, 0.135, -4.667], [-0.625, -0.253, -5.971], [-0.711, 0.889, -6.867], [-2.170, 1.005, -7.470], [-2.383, 2.553, -7.736], [0.378, -2.598, -4.894], [-1.152, -3.530, -4.268], [1.759, -3.476, -4.482], [-3.118, 3.590, 3.826], [-2.840, 4.484, 5.401], [-1.466, 4.070, 4.302], [-1.183, 1.997, 5.103], [-2.110, 2.463, 6.544], [-4.303, 1.724, 5.295], [-3.222, 0.935, 4.085], [-3.782, -0.868, 5.660], [-3.597, 0.210, 7.071], [-1.247, 0.267, 7.039], [-1.139, -0.160, 5.279], [-1.558, -2.521, 5.640], [-2.204, -2.229, 7.275], [-0.078, -1.996, 8.357], [0.162, -3.312, 7.145], [1.983, -1.398, 7.462], [1.014, -0.410, 6.349], [2.086, -3.277, 5.661], [2.871, -1.718, 5.287], [0.486, -1.044, 4.115], [0.343, -2.838, 3.956], [2.114, -0.902, 2.485], [3.040, -2.270, 3.172], [1.972, -3.896, 1.920], [0.405, -3.059, 1.827], [2.535, -3.308, -0.165], [2.602, -1.554, 0.329], [-0.028, -2.911, -0.649], [0.301, -1.179, -0.236], [2.270, -1.703, -1.912], [-0.384, 0.705, -2.026], [1.151, 1.119, -2.610], [-1.270, 0.332, -4.138], [0.388, 1.002, -4.617], [-0.043, 0.669, -7.731], [-0.458, 1.828, -6.333], [-2.255, 0.436, -8.416], [-2.896, 0.644, -6.714], [-2.969, 2.725, -8.658], [-2.868, 3.033, -6.862], [-1.357, 2.967, -7.888], [-1.844, -2.775, -3.835], [-1.655, -3.907, -5.188], [-0.902, -4.355, -3.572], [1.557, -3.995, -3.688], [-1.660, -2.060, -8.047], [-1.328, -2.956, -7.919], [-1.060, -1.507, -7.526], [-1.260, 4.978, -5.608], [-2.032, 5.421, -5.973], [-0.513, 5.465, -5.978], [3.849, 0.519, 6.619], [3.938, 0.621, 5.666], [4.563, -0.080, 6.859], [-1.821, 1.122, -11.045], [-1.713, 0.929, -11.981], [-1.893, 0.251, -10.640], [-0.191, -1.332, -10.548], [-0.525, -1.780, -9.755], [0.651, -0.959, -10.271], [4.189, 0.485, 1.689], [3.908, 1.072, 0.979], [4.767, -0.148, 1.250], [-6.061, -1.766, 5.321], [-6.867, -1.284, 5.533], [-6.364, -2.502, 4.781], [1.701, 3.539, -2.388], [1.106, 3.836, -3.086], [2.374, 4.232, -2.347], [4.527, 4.059, -1.225], [4.108, 3.193, -1.220], [5.431, 3.881, -1.505], [1.633, 4.866, -6.095], [1.216, 3.998, -6.113], [2.539, 4.703, -6.378], [3.447, 2.498, 3.617], [3.160, 3.083, 2.909], [4.033, 1.872, 3.175], [-0.440, -5.019, 8.386], [-0.567, -4.836, 9.323], [-0.559, -5.972, 8.317], [0.866, 3.832, 3.982], [0.945, 3.932, 3.029], [1.599, 3.250, 4.222]], "forces_ev_per_angstrom": [[0.66, -0.46, -0.06], [-0.14, 0.29, -0.28], [-0.06, -0.47, 0.33], [0.77, 0.70, -0.14], [-0.38, -0.61, -0.27], [-0.40, 0.36, 0.88], [0.34, -0.25, -1.02], [0.72, -0.87, 0.30], [-0.60, 1.00, 0.04], [1.02, -0.23, -0.99], [-0.66, -0.57, 0.22], [1.10, 0.14, 0.37], [-0.95, -0.38, -0.17], [0.74, -0.43, 1.40], [-0.73, 1.33, -0.19], [0.10, 0.54, -0.03], [0.34, -1.48, -0.17], [0.20, 0.52, 1.78], [-1.10, -0.68, -0.33], [0.81, 0.88, 0.59], [-1.39, -0.46, -1.22], [0.56, 1.30, 0.51], [0.34, -0.88, -0.21], [0.84, -1.91, -2.20], [0.47, 0.75, -0.04], [-2.27, 0.98, 0.42], [0.26, 0.08, 0.75], [0.04, -0.43, -0.52], [-0.90, -0.11, 0.49], [-0.81, -0.01, 0.26], [-0.09, 0.14, -0.72], [0.72, -0.27, -0.21], [-0.06, 0.32, 0.61], [0.45, 0.58, 0.13], [0.18, -0.17, -0.55], [-0.07, -0.56, -0.64], [-0.26, -0.02, 0.77], [0.26, 0.49, 0.60], [0.50, 0.11, -0.57], [-0.20, -0.05, -0.81], [-0.19, 1.22, 0.36], [-0.59, 0.04, -0.55], [-0.07, -0.60, 0.28], [-0.35, 0.73, -0.13], [-0.53, -0.25, 0.13], [0.27, -0.71, 0.41], [0.31, 0.57, 0.38], [-0.12, -0.59, 0.24], [-0.67, 0.25, -0.33], [-0.57, 0.58, -0.11], [0.56, 0.31, -0.38], [-0.34, 0.72, 0.09], [-0.34, -0.66, 0.06], [0.51, 0.47, -0.06], [0.12, -0.43, -0.56], [-0.09, -0.27, -0.25], [0.18, 0.24, -0.06], [-0.20, 0.17, 0.23], [0.81, 0.26, -0.05], [-0.36, -0.60, -0.07], [-0.03, 0.48, 0.79], [0.00, -0.59, -0.33], [0.02, 0.21, 0.78], [0.36, 0.01, -0.57], [0.29, -0.05, 0.58], [0.43, -0.21, -0.59], [-0.97, 0.17, -0.01], [0.41, -0.66, 0.02], [0.54, 0.08, 0.68], [-0.32, 0.54, -0.29], [0.49, 0.04, 0.17], [0.33, -0.07, -0.07], [-0.07, -0.03, -0.01], [-0.18, -0.23, 0.15], [0.19, 0.01, -0.06], [-0.08, -0.04, 0.04], [0.05, 0.02, 0.09], [0.12, -0.07, -0.08], [-0.09, 0.16, -0.01], [0.00, 0.01, 0.10], [-0.21, 0.21, 0.14], [0.04, 0.01, -0.03], [0.24, -0.14, -0.13], [-0.01, -0.14, 0.30], [-0.17, 0.05, -0.13], [0.05, 0.06, -0.17], [0.04, -0.01, -0.33], [-0.06, 0.06, 0.05], [0.12, -0.05, 0.19], [-0.11, -0.05, -0.09], [0.03, 0.06, 0.06], [0.03, -0.04, 0.01], [-0.01, -0.20, -0.24], [-0.03, 0.18, 0.06], [0.06, -0.06, 0.08], [-0.12, -0.18, -0.06], [-0.04, 0.00, 0.00], [0.05, 0.15, 0.00], [-0.03, -0.21, 0.15], [-0.06, 0.02, -0.09], [0.02, 0.16, -0.06], [-0.01, 0.04, -0.07], [0.15, 0.16, 0.03], [0.00, -0.19, 0.03], [-0.07, -0.36, 0.13], [0.01, 0.09, 0.00], [-0.01, -0.01, -0.02], [0.16, -0.08, -0.08], [-0.14, 0.07, -0.03], [-0.08, -0.02, 0.16]], "total_charge": 1, "multiplicity": 1, "energy_ha": -2438.515399}